{
  "formula": "C9H34N2O11",
  "method": "ωB97M-V/def2-TZVPD",
  "elements": ["O", "O", "O", "O", "O", "O", "O", "O", "O", "O", "O", "N", "N", "C", "C", "C", "C", "C", "C", "C", "C", "C", "H", "H", "H", "H", "H", "H", "H", "H", "H", "H", "H", "H", "H", "H", "H", "H", "H", "H", "H", "H", "H", "H", "H", "H", "H", "H", "H", "H", "H", "H", "H", "H", "H", "H"],
  "positions_angstrom": [[0.777, -2.078, 3.002], [-0.859, -0.308, 1.081], [-1.836, 1.592, -3.297], [1.382, 3.088, 2.781], [-2.700, -1.513, -0.529], [0.212, 1.122, -2.775], [2.749, 0.106, -1.794], [-2.719, -3.807, 0.877], [1.835, -4.271, -2.588], [0.532, -2.573, -2.706], [2.631, 4.795, -0.125], [-0.799, 0.918, -3.403], [1.315, -3.268, -2.149], [-3.542, -0.382, -0.936], [-0.172, 0.838, 0.719], [1.262, 3.808, 3.982], [1.672, -2.864, -0.718], [1.459, 4.912, -0.883], [3.249, 1.415, -1.523], [-0.770, -0.164, -4.501], [-3.799, -4.732, 1.077], [-0.132, -2.431, 4.006], [-4.076, -5.280, 0.144], [1.964, 0.291, -2.386], [1.505, -1.591, 3.388], [1.897, 3.417, 4.779], [2.442, 2.178, -1.650], [3.706, 1.409, -0.479], [4.073, 1.597, -2.194], [1.414, 4.862, 3.899], [0.948, -3.317, -0.017], [-4.322, -0.178, -0.195], [0.046, 0.174, -5.158], [0.597, 4.520, -0.292], [-2.942, 0.493, -1.167], [-2.113, -1.119, 0.203], [3.058, 5.620, 0.156], [-1.725, -0.160, -5.004], [-4.730, -4.229, 1.370], [1.191, 5.954, -1.045], [1.908, 3.453, 2.068], [1.480, 4.276, -1.741], [-4.088, -0.762, -1.816], [0.315, -3.019, 4.872], [0.732, 0.626, 0.109], [-0.564, -1.131, -4.037], [2.715, -3.147, -0.593], [-2.942, -3.042, 0.337], [-0.229, -0.888, 1.621], [-0.603, -1.511, 4.432], [1.544, -1.760, -0.699], [0.162, 1.374, 1.612], [-0.958, -2.970, 3.609], [-0.793, 1.478, 0.150], [0.220, 3.638, 4.272], [-3.580, -5.461, 1.850]],
  "homo_ha": -0.3477,
  "energy_ha": -1300.1213,
  "orbital_gap_ev": 9.47,
  "e_above_lowest_kj_mol": 39.6,
  "lumo_ev": 0.0,
  "smiles": "C[N+](=O)[O-].C[N+](=O)[O-].CO.CO.CO.CO.CO.CO.CO",
  "largest_force_ev_per_a": 2.85
}